Entry 1:
{
  "formula": "C3H4O4",
  "method": "the ωB97M-V functional and the def2-TZVPD basis",
  "homo_energy_ev": -8.61,
  "homo_lumo_gap_ev": 9.1,
  "lumo_energy_ev": 0.46,
  "spin_multiplicity": 1,
  "symbols": ["C", "C", "C", "O", "O", "O", "O", "H", "H", "H", "H"],
  "coordinates": [[-1.0963, -1.2676, 0.0107], [-1.2803, -0.1146, 0.5780], [1.4224, 0.6801, -0.3028], [-0.6421, -2.2459, -0.4109], [1.0340, 0.4803, -1.4098], [-1.7124, 0.9896, -0.1696], [1.6879, -0.1214, 0.6981], [-1.3320, -0.0892, 1.5684], [1.3639, 1.6927, 0.0881], [-1.3042, 1.0033, -1.0735], [1.8593, -1.0074, 0.4232]],
  "atomic_forces_ev_per_a": [[0.823, -0.638, 0.190], [-0.938, 1.081, -4.372], [-1.525, 2.188, 0.551], [-0.051, -0.901, -0.537], [0.420, -1.332, -0.990], [0.343, 0.128, -0.526], [0.982, 0.143, 0.690], [-0.239, 0.503, 3.982], [0.484, 0.478, 0.265], [-0.234, -0.211, 1.307], [-0.065, -1.438, -0.559]]
}

---

Entry 2:
{
  "formula": "C3H4OS",
  "method": "the ωB97M-V functional and the def2-TZVPD basis",
  "homo_energy_ev": -8.24,
  "homo_lumo_gap_ev": 8.4,
  "lumo_energy_ev": 0.20,
  "spin_multiplicity": 1,
  "symbols": ["C", "C", "C", "O", "S", "H", "H", "H", "H"],
  "coordinates": [[0.4611, -0.0297, 0.6656], [-0.8211, 0.1074, 0.3017], [0.9172, 0.1033, -1.5670], [-1.7010, -0.8580, -0.0181], [1.6153, 1.4061, -1.9111], [1.0402, 0.8475, 1.1530], [0.9186, -0.9651, 0.9662], [-1.2125, 1.1231, 0.2812], [-1.2178, -1.7346, 0.1285]],
  "atomic_forces_ev_per_a": [[0.632, 1.268, 2.621], [0.228, 0.773, 1.219], [-0.195, -1.729, -0.972], [1.454, -1.464, 0.192], [0.728, 1.542, -0.305], [-1.304, -1.303, -1.334], [-0.109, -0.303, -0.612], [-0.358, -0.352, -0.366], [-1.077, 1.569, -0.442]]
}

---

Entry 3:
{
  "formula": "C3H4OS",
  "method": "the ωB97M-V functional and the def2-TZVPD basis",
  "homo_energy_ev": -8.89,
  "homo_lumo_gap_ev": 8.8,
  "lumo_energy_ev": -0.09,
  "spin_multiplicity": 1,
  "symbols": ["C", "C", "C", "H", "H", "H", "H", "O", "S"],
  "coordinates": [[-0.1121, -0.0453, 0.0465], [0.9774, 1.0165, -0.1954], [1.8021, -0.0660, 0.2858], [0.8254, 1.9194, 0.3593], [1.0506, 1.1836, -1.4728], [1.7810, 0.1287, 1.6549], [2.6855, -0.6307, -0.3596], [0.6931, -1.0591, -0.2254], [-1.7432, 0.0276, 0.0500]],
  "atomic_forces_ev_per_a": [[-2.562, 1.503, -3.065], [-1.759, 1.286, -3.669], [2.812, -3.711, 1.271], [0.457, 0.582, 0.053], [-0.290, -0.338, 3.945], [0.639, -1.477, -4.317], [-1.338, 2.317, 2.485], [1.042, 0.052, 2.668], [0.999, -0.214, 0.629]]
}

---

Entry 4:
{
  "formula": "C3H4OS2",
  "method": "the ωB97M-V functional and the def2-TZVPD basis",
  "homo_energy_ev": -9.10,
  "homo_lumo_gap_ev": 7.7,
  "lumo_energy_ev": -1.39,
  "spin_multiplicity": 1,
  "symbols": ["C", "C", "C", "H", "H", "H", "H", "O", "S", "S"],
  "coordinates": [[0.8025, 1.4765, -0.2898], [-1.2147, -0.5855, -0.0321], [-0.1698, -1.4545, 0.7503], [1.0985, 1.8631, 0.7714], [1.5173, 0.4882, -0.4551], [1.0377, 2.2194, -1.2214], [-0.7512, -2.4437, 0.8115], [1.0527, -1.1979, 0.8455], [-0.7975, 0.9550, -0.6212], [-2.5756, -1.3206, -0.5591]],
  "atomic_forces_ev_per_a": [[5.001, -0.962, -0.566], [1.395, -0.198, 0.278], [1.842, 0.132, -1.729], [-0.874, -0.369, -2.105], [-1.571, 2.859, 0.339], [-0.474, -1.525, 2.660], [1.395, 0.557, 0.941], [-4.444, -1.160, 0.316], [-2.600, 0.560, -0.630], [0.329, 0.105, 0.497]]
}

---

Entry 5:
{
  "formula": "C3H4OS2",
  "method": "the ωB97M-V functional and the def2-TZVPD basis",
  "homo_energy_ev": -8.49,
  "homo_lumo_gap_ev": 8.7,
  "lumo_energy_ev": 0.20,
  "spin_multiplicity": 1,
  "symbols": ["C", "C", "C", "O", "S", "S", "H", "H", "H", "H"],
  "coordinates": [[0.3497, 0.1943, 2.3877], [1.3421, 0.2962, 1.7254], [-0.4385, -0.2085, -1.2773], [0.4021, -1.1286, -0.8895], [-1.1102, 1.0171, -0.2920], [-0.9526, -0.3243, -3.0166], [-0.5281, 0.2327, 2.9621], [0.3643, -1.1745, 0.1093], [2.1757, 0.2477, 1.1264], [-1.6044, 0.8478, -2.8355]],
  "atomic_forces_ev_per_a": [[0.800, 0.206, -0.182], [-1.187, -0.512, 1.207], [-1.989, 2.224, 0.080], [-0.103, -0.726, 1.012], [0.650, -1.601, -1.560], [0.607, 0.351, 1.409], [-0.503, -0.088, 0.293], [0.293, 0.352, -1.022], [1.366, 0.176, -0.904], [0.068, -0.382, -0.333]]
}

---

Entry 6:
{
  "formula": "C3H4OS2",
  "method": "the ωB97M-V functional and the def2-TZVPD basis",
  "homo_energy_ev": -8.61,
  "homo_lumo_gap_ev": 8.5,
  "lumo_energy_ev": -0.10,
  "spin_multiplicity": 1,
  "symbols": ["C", "C", "C", "O", "S", "S", "H", "H", "H", "H"],
  "coordinates": [[-1.5230, -0.1715, -0.2512], [-0.7984, 1.0168, -0.4082], [1.0910, 0.1618, -0.2268], [-0.8272, 2.2071, -0.2915], [-1.3948, -0.5447, 1.3575], [1.1182, -0.6797, 1.2988], [-1.8723, -0.6588, -1.1413], [1.6404, 1.1324, -0.3137], [1.0428, -0.5034, -1.0075], [1.5235, -1.9600, 0.9839]],
  "atomic_forces_ev_per_a": [[-0.407, 0.788, 0.915], [1.259, 1.962, 1.283], [-0.726, 2.186, 1.703], [0.255, -2.074, -0.815], [-1.194, -0.576, -0.796], [1.142, 0.146, -0.256], [0.007, -0.871, 0.032], [-0.338, -1.258, 0.172], [0.464, -1.138, -2.003], [-0.462, 0.834, -0.235]]
}

---

Entry 7:
{
  "formula": "C3H4OS2",
  "method": "the ωB97M-V functional and the def2-TZVPD basis",
  "homo_energy_ev": -9.26,
  "homo_lumo_gap_ev": 7.8,
  "lumo_energy_ev": -1.43,
  "spin_multiplicity": 1,
  "symbols": ["C", "C", "C", "H", "H", "H", "H", "O", "S", "S"],
  "coordinates": [[2.1874, -1.0883, -1.3504], [-0.0180, -0.2611, -0.0520], [-1.1512, 0.6964, 0.3020], [3.2255, -0.8174, -1.0476], [1.6148, -1.8098, -0.6781], [2.2148, -1.4383, -2.3997], [-1.6291, 1.3761, -0.4662], [0.1552, -1.2545, 0.5529], [1.0752, 0.3693, -1.3628], [-1.8737, 0.6710, 1.7860]],
  "atomic_forces_ev_per_a": [[-0.430, -0.150, -0.311], [-0.226, 2.626, -0.820], [-1.871, 0.421, 0.880], [-1.001, -0.299, 0.124], [1.393, 0.713, -0.856], [0.018, -0.045, 0.654], [1.099, -0.817, 0.606], [0.198, -1.686, 0.719], [-0.238, -0.794, 0.719], [1.058, 0.032, -1.716]]
}

---

Entry 8:
{
  "formula": "C3H4P2",
  "method": "the ωB97M-V functional and the def2-TZVPD basis",
  "homo_energy_ev": -8.75,
  "homo_lumo_gap_ev": 7.9,
  "lumo_energy_ev": -0.85,
  "spin_multiplicity": 1,
  "symbols": ["C", "C", "C", "P", "P", "H", "H", "H", "H"],
  "coordinates": [[1.2328, 1.0479, 0.2058], [-0.3660, -1.0634, -0.1678], [0.0815, 0.4571, -0.0998], [-1.6419, 1.1148, -0.0704], [-2.2234, -0.8746, 0.1316], [1.9828, 0.3763, 0.4616], [1.0848, 2.1627, 0.1745], [-0.2549, -1.4391, -1.1554], [0.1043, -1.7817, 0.5199]],
  "atomic_forces_ev_per_a": [[-3.267, 1.414, -0.917], [0.572, 0.791, 1.182], [-2.054, -2.083, 0.248], [-0.286, -0.339, -0.031], [1.120, 1.573, -0.264], [2.110, -0.170, 0.347], [1.392, -1.149, 0.518], [0.270, -0.382, -0.978], [0.143, 0.344, -0.105]]
}

---

Entry 9:
{
  "formula": "C3H4P2",
  "method": "the ωB97M-V functional and the def2-TZVPD basis",
  "homo_energy_ev": -8.27,
  "homo_lumo_gap_ev": 8.3,
  "lumo_energy_ev": 0.04,
  "spin_multiplicity": 1,
  "symbols": ["C", "C", "C", "P", "P", "H", "H", "H", "H"],
  "coordinates": [[-0.2646, 1.0502, 0.3637], [0.6433, 0.7214, -0.7295], [0.2351, -0.2549, 0.6168], [-1.4906, -0.5319, 0.0546], [1.8776, -0.3774, 0.0547], [-0.3890, 1.9085, 0.8800], [-0.3873, 0.2692, -2.1850], [-2.0111, -1.0541, 1.3929], [1.7868, -1.7310, -0.4482]],
  "atomic_forces_ev_per_a": [[-0.559, -2.257, -1.469], [-2.571, -1.294, -2.624], [-0.690, -0.537, -0.835], [0.422, 0.308, 1.397], [1.437, -0.480, 0.405], [-0.513, 2.482, 1.649], [2.271, 0.470, 3.007], [0.422, 0.773, -1.048], [-0.218, 0.535, -0.483]]
}

---

Entry 10:
{
  "formula": "C3H4P2",
  "method": "the ωB97M-V functional and the def2-TZVPD basis",
  "homo_energy_ev": -9.68,
  "homo_lumo_gap_ev": 9.1,
  "lumo_energy_ev": -0.53,
  "spin_multiplicity": 1,
  "symbols": ["C", "C", "C", "P", "P", "H", "H", "H", "H"],
  "coordinates": [[-0.2125, 1.3374, 0.4861], [-1.3735, -0.8344, -0.2849], [-0.8263, 0.2886, 0.1239], [2.8066, -0.0112, -0.2707], [2.7667, -1.9004, -0.0842], [0.6422, 1.3271, 1.0939], [-0.5726, 2.2772, 0.0117], [-0.9738, -1.1760, -1.2875], [-2.2569, -1.3083, 0.2117]],
  "atomic_forces_ev_per_a": [[-0.531, 2.681, -1.021], [0.009, 0.382, -0.842], [-1.332, -3.025, -0.396], [0.102, -1.212, 0.059], [0.001, 1.165, -0.113], [0.931, 0.105, 0.809], [0.466, -0.453, 0.736], [-0.697, -0.087, 1.382], [1.050, 0.443, -0.613]]
}